Density functional theory data (ωB97M-V with the def2-TZVPD basis set) for 11 unconnected molecules or ions with the total composition C38H114N12O11P4S7 in a non-equilibrium geometry.

Output
Lowest unoccupied orbital energy = 0.155 eV
HOMO energy = -8.05 eV
ΔE to the lowest compared entry with this formula, charge and spin = 497.50 kJ/mol
Total energy = -7153.45321 a.u.

```
186
Properties=species:S:1:pos:R:3:lowdin_charge:R:1
O -1.621 -3.843 1.827 -0.324
P -2.553 -4.484 2.817 0.635
N -2.062 -5.979 3.503 -0.284
C -0.703 -6.159 3.944 -0.139
C -2.943 -6.957 4.127 -0.146
N -4.145 -4.755 2.200 -0.283
C -5.163 -3.691 2.363 -0.111
C -4.605 -5.869 1.296 -0.077
N -2.786 -3.443 4.188 -0.303
C -1.909 -2.296 4.527 -0.102
C -3.475 -4.030 5.343 -0.128
H -0.231 -5.185 3.810 0.047
H -0.125 -6.897 3.388 0.086
H -0.524 -6.393 4.993 0.076
H -2.813 -8.024 3.945 0.085
H -4.002 -6.862 3.884 0.063
H -2.921 -6.807 5.207 0.068
H -5.041 -2.825 1.713 0.049
H -6.121 -4.191 2.221 0.077
H -5.233 -3.225 3.346 0.063
H -5.688 -5.975 1.230 0.077
H -4.185 -5.661 0.312 0.077
H -4.249 -6.803 1.732 0.058
H -1.414 -2.570 5.458 0.083
H -1.352 -1.929 3.665 0.060
H -2.594 -1.490 4.791 0.068
H -4.336 -4.597 4.989 0.066
H -3.893 -3.203 5.916 0.086
H -2.883 -4.677 5.991 0.075
O 4.457 1.612 -4.679 -0.297
P 3.819 2.872 -4.184 0.595
N 2.585 3.509 -5.252 -0.286
C 1.458 4.407 -4.762 -0.088
C 2.969 3.570 -6.675 -0.115
N 4.813 4.233 -3.932 -0.295
C 4.291 5.483 -3.294 -0.088
C 6.040 4.362 -4.749 -0.112
N 3.058 2.611 -2.694 -0.288
C 1.967 1.598 -2.706 -0.112
C 3.894 2.136 -1.626 -0.147
H 1.711 4.694 -3.741 0.035
H 0.505 3.917 -4.566 0.047
H 1.292 5.262 -5.418 0.085
H 2.084 3.976 -7.165 0.075
H 3.173 2.612 -7.154 0.078
H 3.748 4.323 -6.793 0.064
H 5.071 6.212 -3.071 0.076
H 3.616 5.938 -4.019 0.071
H 3.857 5.231 -2.326 0.053
H 6.572 5.163 -4.235 0.073
H 6.635 3.449 -4.723 0.072
H 5.999 4.519 -5.827 0.066
H 1.415 1.740 -1.776 0.047
H 1.315 1.808 -3.554 0.067
H 2.263 0.550 -2.688 0.065
H 4.363 1.202 -1.934 0.083
H 3.241 1.873 -0.795 0.055
H 4.591 2.915 -1.316 0.082
O 5.005 -4.965 3.905 -0.330
P 3.539 -4.740 3.550 0.710
N 2.483 -5.690 4.551 -0.316
C 2.175 -5.330 5.882 -0.164
C 2.793 -7.097 4.523 -0.128
N 3.151 -5.242 1.895 -0.290
C 4.252 -5.707 1.055 -0.119
C 1.781 -5.163 1.319 -0.100
N 3.074 -3.033 3.682 -0.263
C 3.935 -1.945 3.153 -0.131
C 1.643 -2.596 3.694 -0.109
H 2.949 -5.451 6.640 0.090
H 1.282 -5.825 6.262 0.072
H 1.925 -4.277 6.006 0.071
H 3.828 -7.228 4.840 0.082
H 2.740 -7.482 3.505 0.080
H 2.088 -7.567 5.208 0.085
H 4.552 -6.710 1.359 0.071
H 3.880 -5.827 0.037 0.073
H 5.109 -5.035 1.081 0.074
H 1.616 -5.881 0.515 0.081
H 0.987 -5.322 2.049 0.033
H 1.545 -4.239 0.791 0.067
H 4.335 -2.161 2.162 0.078
H 3.446 -0.973 3.093 0.050
H 4.842 -1.775 3.734 0.066
H 1.114 -3.454 3.278 0.040
H 1.311 -1.795 3.034 0.056
H 1.396 -2.376 4.733 0.070
O -2.114 4.811 -5.305 -0.303
P -2.991 3.651 -4.979 0.596
N -3.813 3.003 -6.317 -0.307
C -4.641 1.750 -6.372 -0.093
C -3.961 3.803 -7.517 -0.125
N -4.286 4.029 -3.928 -0.318
C -5.237 3.079 -3.508 -0.141
C -4.587 5.372 -3.530 -0.120
N -2.280 2.310 -4.188 -0.290
C -1.843 1.214 -5.064 -0.105
C -1.868 2.195 -2.776 -0.078
H -4.673 1.120 -5.483 0.057
H -4.236 1.237 -7.245 0.081
H -5.660 1.972 -6.689 0.078
H -4.852 3.548 -8.091 0.080
H -3.025 3.806 -8.076 0.083
H -4.219 4.835 -7.280 0.074
H -6.182 3.335 -3.987 0.090
H -5.037 2.024 -3.698 0.060
H -5.409 3.096 -2.432 0.069
H -5.672 5.467 -3.475 0.084
H -4.149 5.676 -2.580 0.055
H -4.226 6.077 -4.279 0.077
H -1.804 1.537 -6.105 0.079
H -0.883 0.849 -4.699 0.081
H -2.572 0.407 -4.999 0.062
H -2.561 2.787 -2.178 0.064
H -0.842 2.492 -2.558 0.063
H -2.088 1.146 -2.577 0.043
C 5.041 -2.215 -4.193 -0.270
S 3.819 -3.475 -3.636 0.875
O 4.561 -4.610 -2.826 -0.602
C 2.980 -2.348 -2.446 -0.277
H 5.848 -1.929 -3.518 0.060
H 4.578 -1.341 -4.652 0.043
H 5.616 -2.720 -4.969 0.036
H 2.433 -2.801 -1.619 0.041
H 2.218 -1.767 -2.966 0.033
H 3.606 -1.606 -1.951 0.041
C 2.194 4.836 0.827 -0.215
S 0.513 4.182 0.426 0.821
O -0.433 4.418 1.596 -0.590
C 0.066 5.474 -0.811 -0.237
H 2.799 4.795 -0.079 0.031
H 2.673 4.218 1.587 0.025
H 2.003 5.821 1.254 0.058
H -0.150 6.442 -0.359 0.058
H -0.780 5.461 -1.498 0.048
H 0.942 5.513 -1.458 0.025
C -5.191 4.476 2.767 -0.251
S -3.660 4.295 1.693 0.858
O -3.450 2.795 1.599 -0.595
C -4.414 4.561 -0.019 -0.230
H -5.530 5.512 2.807 0.039
H -5.168 4.097 3.789 0.046
H -6.065 3.943 2.393 0.044
H -5.151 3.767 -0.135 0.046
H -3.639 4.385 -0.765 0.017
H -4.775 5.583 -0.131 0.048
C 5.605 1.209 2.327 -0.225
S 4.636 2.213 3.527 0.895
O 3.197 2.079 2.965 -0.605
C 4.625 1.028 4.898 -0.270
H 5.391 0.155 2.504 0.024
H 6.650 1.478 2.482 0.051
H 5.287 1.345 1.293 0.048
H 5.604 0.562 5.009 0.060
H 3.781 0.339 4.910 0.049
H 4.458 1.574 5.827 0.042
C -2.832 -2.157 -2.707 -0.243
S -4.143 -0.900 -2.384 0.832
O -5.279 -1.174 -3.399 -0.589
C -4.631 -1.656 -0.674 -0.225
H -2.733 -2.274 -3.787 0.052
H -2.947 -3.113 -2.197 0.047
H -1.926 -1.783 -2.232 0.022
H -4.837 -2.716 -0.820 0.040
H -5.549 -1.144 -0.386 0.040
H -3.941 -1.561 0.164 0.032
C 1.023 2.118 5.324 -0.275
S -0.064 0.742 4.980 0.799
O -0.540 0.075 6.245 -0.560
C -1.503 1.717 4.436 -0.239
H 0.632 2.871 6.008 0.063
H 1.093 2.739 4.430 0.043
H 2.021 1.841 5.664 0.029
H -2.284 1.021 4.128 0.044
H -1.157 2.309 3.588 0.029
H -1.850 2.390 5.220 0.065
C -1.346 0.358 0.943 -0.241
S 0.085 -0.571 0.280 0.878
O 0.161 -0.407 -1.270 -0.593
C 1.384 0.584 0.936 -0.264
H -1.930 0.783 0.126 0.046
H -1.079 1.313 1.397 0.022
H -1.907 -0.236 1.664 0.042
H 1.503 0.467 2.013 0.018
H 1.227 1.633 0.684 -0.002
H 2.330 0.289 0.482 0.038
```